# 1
DFT (ωB97M-V with the def2-TZVPD basis set) results for an isolated molecule of C7H12N2O6 in a non-equilibrium geometry.

Each line ends with the Löwdin charge.
Cartesian coordinates (Å):
O1 1.439 1.971 -0.740  0.0831
O2 -2.845 -1.832 -0.643  0.1276
O3 0.606 1.705 1.379  0.0736
O4 -1.249 2.421 -0.725  -0.0572
O5 1.565 -1.309 -1.798  0.0987
O6 -2.745 -0.944 1.424  0.1433
N1 2.447 -2.163 0.586  0.0439
N2 -0.344 -0.370 -1.045  0.1640
C1 1.410 1.446 0.500  -0.5019
C2 2.365 0.248 0.638  -0.0354
C3 1.507 -1.053 0.520  -0.2864
C4 0.885 -1.001 -0.858  -0.4264
C5 -2.433 -0.996 0.135  -0.4765
C6 -1.348 0.029 -0.120  -0.2400
C7 -2.118 1.287 -0.532  -0.1292
H1 2.897 -2.072 -0.313  0.0600
H2 3.118 0.329 -0.134  0.1240
H3 2.891 0.347 1.559  0.1171
H4 -0.455 -0.428 -2.012  0.1377
H5 -3.480 -1.490 1.690  0.1282
H6 2.077 -3.141 0.554  0.1044
H7 0.490 2.360 -0.898  0.1297
H8 0.847 -1.001 1.380  0.1463
H9 -1.222 2.812 0.158  0.1003
H10 -2.423 1.037 -1.570  0.1482
H11 -2.947 1.478 0.110  0.1309
H12 -0.935 0.332 0.754  0.0922

As for the SMILES: N[C@@H](CC(=O)O)C(=O)N[C@@H](CO)C(=O)O. As for the HOMO-LUMO gap: 10.059 eV. The relative energy (zero: lowest compared OMol25 entry of this formula, charge and spin) comes out at 27.5 kcal/mol. As for the spin multiplicity: 1.

# 2
DFT (ωB97M-V with the def2-TZVPD basis set) results for a cluster of 10 separate species, H20O10 in total.

Each line ends with the Löwdin charge.
Cartesian coordinates (Å):
O1 -3.028 -2.697 1.010  -0.0564
O2 5.258 0.227 1.061  -0.0619
O3 0.983 2.837 -1.612  -0.0494
O4 0.623 -1.688 1.678  -0.0471
O5 1.011 -0.553 -2.347  -0.0441
O6 1.445 1.381 1.499  -0.0365
O7 -2.233 -1.156 -1.476  -0.0501
O8 0.700 -2.709 -0.657  -0.0620
O9 -3.244 2.625 2.370  -0.0555
O10 -1.926 2.208 -1.493  -0.0479
H1 0.633 0.159 -1.819  0.0145
H2 0.621 -0.824 1.250  -0.0079
H3 -2.675 1.982 2.808  0.0303
H4 -2.203 3.132 -1.491  0.0510
H5 0.747 0.803 1.171  0.0054
H6 0.052 -1.570 2.445  0.0567
H7 -2.981 2.579 1.444  0.0196
H8 0.028 -3.398 -0.696  0.0624
H9 -2.080 -2.563 0.895  0.0041
H10 -2.475 -2.088 -1.427  0.0314
H11 -3.429 -2.011 0.465  0.0257
H12 6.040 -0.009 0.548  0.0351
H13 1.901 0.847 2.159  0.0490
H14 1.139 -2.760 -1.513  0.0478
H15 0.112 2.902 -1.204  -0.0027
H16 4.584 -0.391 0.758  0.0272
H17 -1.332 -1.130 -1.135  0.0027
H18 1.347 -1.177 -1.693  -0.0053
H19 1.593 2.860 -0.866  0.0391
H20 -1.207 2.181 -2.134  0.0247

As for the SMILES: O.O.O.O.O.O.O.O.O.O. As for the HOMO-LUMO gap: 11.169 eV. The relative energy (zero: lowest compared OMol25 entry of this formula, charge and spin) comes out at 92.0 kcal/mol. As for the spin multiplicity: 1.

# 3
DFT (ωB97M-V with the def2-TZVPD basis set) results for a structure of composition C25H26BrF4N4PPbSSe2.

Each line ends with the Löwdin charge.
Cartesian coordinates (Å):
Pb1 0.813 1.289 -0.573  0.8723
Br1 -0.970 -3.048 -1.526  0.8655
Se1 -0.693 3.719 0.169  0.8656
Se2 2.380 2.614 1.730  0.8441
S1 -0.627 0.319 1.509  0.5734
P1 -1.284 0.152 -2.586  0.9853
F1 -2.359 0.205 -5.414  0.1206
F2 -2.500 -4.383 -6.228  0.1810
F3 -2.874 -1.829 -7.060  0.1721
F4 -1.625 -4.882 -3.748  0.1049
N1 -0.520 -2.135 2.649  0.0616
N2 0.918 -1.963 1.120  -0.1006
N3 0.105 -3.345 2.613  0.1682
N4 1.675 -1.451 0.070  0.0574
C1 -1.492 -2.573 -3.285  -0.5633
C2 -4.849 2.218 -2.625  -0.0522
C3 3.808 3.607 0.855  -0.3579
C4 -0.534 2.723 -3.391  -0.1659
C5 -0.406 1.353 -3.629  -0.4642
C6 -3.587 1.778 -2.992  -0.0908
C7 -0.226 3.883 2.062  -0.5276
C8 -1.774 -3.625 -4.134  -0.2615
C9 -2.585 3.327 0.380  -0.3305
C10 -2.234 -3.379 -5.423  -0.1210
C11 -2.911 0.855 -2.192  -0.3757
C12 1.919 -4.289 1.221  0.0202
C13 1.405 1.819 -5.156  -0.0499
C14 -4.796 0.795 -0.683  -0.0698
C15 -1.657 -1.246 -3.693  -0.3114
C16 -5.456 1.724 -1.474  -0.0541
C17 -2.141 -1.033 -4.977  -0.2047
C18 0.296 3.631 -4.040  -0.0583
C19 1.265 3.182 -4.922  -0.0543
C20 0.582 0.911 -4.510  -0.0937
C21 -2.424 -2.076 -5.847  -0.1245
C22 -0.060 -1.269 1.755  -0.7023
C23 1.255 4.141 2.235  -0.5174
C24 -3.522 0.370 -1.035  -0.1259
C25 0.982 -3.238 1.672  -0.3191
H1 -5.272 0.402 0.206  0.1163
H2 -6.446 2.063 -1.201  0.1180
H3 2.153 1.463 -5.853  0.1182
H4 -0.796 4.733 2.439  0.0905
H5 -1.316 3.095 -2.739  0.0755
H6 1.411 -1.952 -0.779  0.0465
H7 1.776 -5.170 1.841  0.1043
H8 -5.369 2.935 -3.246  0.1189
H9 1.585 4.991 1.639  0.0769
H10 1.902 3.889 -5.438  0.1172
H11 1.732 -4.557 0.179  0.0886
H12 1.469 4.355 3.280  0.0846
H13 4.551 2.885 0.525  0.0330
H14 4.259 4.273 1.585  0.0424
H15 -3.000 3.196 -0.618  0.0121
H16 2.956 -3.963 1.318  0.0966
H17 2.659 -1.608 0.265  0.1228
H18 -0.557 2.986 2.583  0.0464
H19 0.702 -0.148 -4.710  0.1140
H20 3.423 4.167 0.008  0.0367
H21 0.162 4.692 -3.869  0.1177
H22 -3.001 -0.345 -0.408  0.0764
H23 -2.726 2.423 0.964  0.0182
H24 -3.135 2.150 -3.903  0.1079
H25 -3.043 4.185 0.865  0.0495
H26 -1.259 -1.974 3.316  0.1752

As for the net charge: +2. As for the HOMO-LUMO gap: 7.692 eV. The relative energy (zero: lowest compared OMol25 entry of this formula, charge and spin) comes out at 0.0 kcal/mol. As for the spin multiplicity: 1.

# 4
DFT (ωB97M-V with the def2-TZVPD basis set) results for a cluster of 5 separate species, H10O5 in total.

Each line ends with the Löwdin charge.
Cartesian coordinates (Å):
O1 0.432 -3.540 -0.216  -0.0828
O2 0.569 1.609 -2.613  -0.0453
O3 0.597 0.663 1.992  -0.0371
O4 -1.989 2.004 1.706  -0.0704
O5 -0.146 -0.772 -0.577  -0.0521
H1 -2.474 1.700 2.478  0.0282
H2 0.013 1.629 -3.399  0.0452
H3 0.300 -2.685 -0.658  -0.0106
H4 1.356 1.194 2.257  0.0684
H5 -1.168 1.487 1.708  -0.0163
H6 0.220 -4.209 -0.872  0.0229
H7 1.469 1.543 -2.948  0.0438
H8 -0.038 -0.296 -1.410  0.0216
H9 0.161 -0.151 0.095  0.0116
H10 0.697 -0.176 2.457  0.0731

As for the SMILES: O.O.O.O.O. As for the HOMO-LUMO gap: 11.085 eV. The relative energy (zero: lowest compared OMol25 entry of this formula, charge and spin) comes out at 19.0 kcal/mol. As for the spin multiplicity: 1.